A 2-piece molecular cluster, C4H4N2O3 overall at a distorted geometry. Source: the OMol25 dataset; level of theory: ωB97M-V/def2-TZVPD.

```
13
Properties=species:S:1:pos:R:3:forces:R:3:lowdin_charge:R:1
C -1.31957 -0.07032 1.43579 -0.22 0.83 -1.48 0.0118
C -0.72552 0.42046 0.10577 -1.87 -0.79 0.06 -0.2565
O -1.63690 0.47219 -0.95756 1.98 0.14 0.49 0.0490
C 0.54873 0.74432 0.02792 -2.62 -0.39 -1.02 -0.0795
O 1.45983 1.26661 -1.00842 -0.40 -0.14 -0.25 0.1387
C 1.84559 0.97612 0.27436 1.36 0.55 0.13 -0.4633
O 2.81573 1.06249 0.91049 1.46 -0.01 0.86 0.1945
H -0.62065 -0.65270 1.92051 1.89 -1.42 0.87 0.0536
H -1.41381 0.75662 2.10810 -0.76 0.64 0.25 0.0822
H -2.19356 -0.71974 1.39213 -0.21 0.58 -0.51 0.0946
H -1.10357 0.62494 -1.77144 -0.61 -0.02 0.60 0.1229
N 1.48573 -2.61760 -2.63443 -0.95 0.54 1.26 0.0290
N 0.85797 -2.26338 -1.80322 0.94 -0.51 -1.26 0.0229
```
Forces are in eV/Å.

Results
**Strongest force on any atom**: 2.84 eV/Å
**Kohn-Sham gap**: 0.3729 hartree
**SMILES**: C/C(O)=C1/OC1=O.N#N
**HOMO**: -9.55 eV
**Charge**: 0
**Total energy**: -13333.630 eV
**Relative energy (zero: lowest compared OMol25 entry of this formula, charge and spin)**: 2.231 eV